37
Properties=species:S:1:pos:R:3:nbo_charge:R:1 method="wB97M-V/def2-TZVPD" charge=-2 homo_lumo_gap_ev="6.09 / 5.86" total_energy_ha=-2659.3532 relative_energy_ev=1.590 mol_weight_da=493.22 multiplicity=2
Pd -0.1253 -0.3801 -0.8489 0.6061
C -5.1800 -2.2370 1.7662 -0.6225
C -3.9022 -1.6644 2.3489 -0.0605
O -3.4897 -0.5413 1.5815 -0.8190
P -1.9228 -0.5766 1.0277 1.2033
S -1.8319 1.2323 0.1186 -0.7497
S -1.0919 -2.1384 -2.0600 -0.6319
O -1.2803 -0.3933 2.5622 -0.8546
C 0.1189 -0.6320 2.7029 -0.0675
C 0.7490 0.4645 3.5331 -0.6232
H -5.5621 -3.0410 2.4024 0.1841
H -4.9863 -2.6352 0.7689 0.2165
H -5.9382 -1.4561 1.6814 0.2008
H -3.1236 -2.4347 2.3581 0.1733
H -4.0535 -1.3446 3.3837 0.1599
H 0.6101 -0.6520 1.7298 0.1992
H 0.2762 -1.6118 3.1663 0.1532
H 0.5599 1.4304 3.0631 0.2207
H 1.8283 0.2996 3.5790 0.2140
H 0.3386 0.4760 4.5470 0.1789
N 4.3630 3.6978 -4.8302 -0.4183
C 3.5690 3.0420 -4.3136 0.3331
C 2.5599 2.2383 -3.6704 -0.2420
C 2.5154 0.8624 -3.8746 -0.1513
C 1.5367 0.1014 -3.2537 -0.2669
C 0.5811 0.6834 -2.4296 -0.0466
C 0.6414 2.0628 -2.2287 -0.2034
C 1.6091 2.8386 -2.8429 -0.1963
H 3.2584 0.3938 -4.5085 0.2037
H 1.5067 -0.9674 -3.4197 0.2354
H -0.0944 2.5358 -1.5914 0.2210
H 1.6424 3.9102 -2.6847 0.2016
O 2.1376 0.5436 0.1784 -0.8708
Cl 2.8733 -0.7117 0.0404 2.5211
O 3.8450 -0.6108 -1.0210 -0.8572
O 3.5417 -1.0115 1.2936 -0.8779
O 1.9206 -1.7730 -0.2548 -0.8661